Below is C29H40Br60InO2 as an isolated structure, with properties calculated with ωB97M-V with the def2-TZVPD basis set.

The geometry in XYZ format:
```
132
C29H40Br60InO2, DFT ωB97M-V with the def2-TZVPD basis set
C -0.90327 -1.36803 0.14997
C -1.03254 0.26832 0.17316
O 0.01008 1.12650 0.30420
O -2.37039 0.90061 0.02995
C -2.52780 1.27876 -1.38772
C -2.03868 2.83733 -1.53600
In -0.39783 3.19242 -3.05709
C 1.49852 2.00318 -2.71981
C 1.32683 0.37466 -2.78355
C 0.27996 -0.17362 -3.91914
C 0.18216 -1.82685 -3.68521
C 0.82867 0.00298 -5.48064
H -0.99443 -1.77950 1.25397
H -1.73077 -1.91216 -0.49323
H 0.18254 -1.62564 -0.22250
H -1.98823 0.51765 -2.09399
H -3.69092 1.24102 -1.62983
H -1.74858 3.25046 -0.47026
H -2.98679 3.45854 -1.89104
H -1.02155 3.05629 -4.77169
H 0.07478 4.95294 -2.88368
H 1.85887 2.25429 -1.60970
H 2.32724 2.40658 -3.45717
H 2.39814 -0.05987 -3.07975
H 1.05437 -0.11547 -1.74689
H -0.78202 0.31742 -3.89861
H -0.85795 -2.17010 -3.27370
H 0.97903 -2.11690 -2.84503
H 0.53481 -2.42549 -4.65069
H 0.20719 -0.74419 -6.17349
H 1.97761 -0.21738 -5.51001
H 0.53380 1.09786 -5.79793
C 2.73021 0.18331 2.67859
Br 2.95460 -1.66572 3.23980
Br 3.42501 1.43026 4.00020
Br 3.48716 0.50141 0.91509
H 1.65325 0.36578 2.60192
C 5.58550 -1.85740 -1.71013
Br 3.95600 -2.61815 -2.45188
Br 5.66277 0.07042 -1.95883
Br 5.83484 -2.35742 0.15317
H 6.42264 -2.28598 -2.27096
C -4.02626 -0.73652 -5.64381
Br -2.98711 0.84555 -6.09260
Br -2.95839 -2.35888 -5.75290
Br -4.90187 -0.56114 -3.91563
H -4.81749 -0.82333 -6.39578
C -0.43082 2.89275 4.02128
Br -1.41416 1.46294 4.90043
Br -1.56533 3.91879 2.81944
Br 0.48611 4.03434 5.30193
H 0.34080 2.41867 3.40575
C -0.64079 -5.23791 -7.90543
Br -1.70996 -4.18612 -9.14431
Br 0.81880 -4.19942 -7.14687
Br -1.73524 -6.06360 -6.52539
H -0.18844 -6.05044 -8.48352
C 4.79266 -2.88080 -8.52421
Br 5.09850 -1.44633 -9.80208
Br 3.74271 -2.28101 -7.00034
Br 4.01111 -4.44880 -9.36957
H 5.77295 -3.18038 -8.13909
C -8.50662 -2.94453 -4.22219
Br -9.79717 -1.79349 -5.11313
Br -6.92136 -3.23390 -5.31192
Br -8.05513 -2.28799 -2.44760
H -8.98607 -3.92004 -4.08978
C 0.02236 7.44919 0.35574
Br 0.67781 5.61849 0.29994
Br -1.89456 7.54169 0.03766
Br 0.52660 8.34855 2.00528
H 0.50889 7.98817 -0.46390
C -10.77319 -1.66151 1.18231
Br -9.68687 -3.18779 1.70632
Br -9.97857 0.02121 1.74916
Br -11.16442 -1.67166 -0.72318
H -11.73038 -1.75551 1.70574
C 4.10896 7.77250 3.85016
Br 5.63050 7.26239 2.75066
Br 2.85476 6.30286 4.07700
Br 4.66754 8.51754 5.55808
H 3.57827 8.56583 3.31348
C -4.62391 4.36211 5.19499
Br -6.25341 3.60135 4.45324
Br -4.54663 6.28992 4.94628
Br -4.37457 3.86209 7.05829
H -3.78677 3.93352 4.63416
C 6.36336 -0.67840 6.20667
Br 6.39416 -1.37752 4.39160
Br 4.74229 -1.19062 7.15222
Br 7.96439 -1.16689 7.19772
H 6.35646 0.41379 6.12860
C 4.28575 -4.77575 8.69821
Br 4.31654 -5.47486 6.88313
Br 2.66468 -5.28796 9.64375
Br 5.88678 -5.26424 9.68925
H 4.27884 -3.68355 8.62013
C 3.34437 12.15256 4.14717
Br 4.86592 11.64245 3.04767
Br 2.09018 10.68292 4.37401
Br 3.90295 12.89760 5.85509
H 2.81369 12.94589 3.61049
C -4.73646 -4.36044 -2.10897
Br -3.21492 -4.87055 -3.20847
Br -5.99066 -5.83007 -1.88213
Br -4.17789 -3.61539 -0.40105
H -5.26715 -3.56710 -2.64565
C 2.29243 7.39647 8.32624
Br 2.94788 5.56577 8.27043
Br 0.37551 7.48897 8.00815
Br 2.79667 8.29583 9.97578
H 2.77896 7.93545 7.50660
C 3.88262 0.52472 10.86789
Br 2.92071 1.24369 9.33753
Br 3.41469 -1.33230 11.20966
Br 5.80490 0.76646 10.69326
H 3.56622 1.10063 11.74382
C -9.52861 -6.23311 -6.42155
Br -11.39881 -6.25790 -5.88681
Br -9.12927 -4.72860 -7.58828
Br -8.33589 -6.29487 -4.88608
H -9.34990 -7.14420 -7.00207
C 7.00209 -5.32344 4.10964
Br 6.04018 -4.60447 2.57927
Br 6.53416 -7.18046 4.45140
Br 8.92437 -5.08170 3.93500
H 6.68569 -4.74752 4.98556
C 0.61303 -9.46036 -7.81809
Br -0.45614 -8.40857 -9.05697
Br 2.07262 -8.42188 -7.05953
Br -0.48142 -10.28606 -6.43806
H 1.06538 -10.27290 -8.39619
```

Properties
* molecular weight: 5329.69 g/mol
* total energy: -4242528.268 eV
* net charge: -1
* F_max: 8.67 eV/A
* HOMO level: -4.9 eV
* HOMO-LUMO gap: 0.206 Ha

Results of the Löwdin charge analysis, in e, for atoms 1 through 99:
1 C -0.010
2 C -0.263
3 O -0.060
4 O -0.156
5 C -0.275
6 C -0.300
7 In 0.359
8 C -0.333
9 C -0.291
10 C -0.376
11 C -0.121
12 C -0.115
13 H 0.098
14 H 0.050
15 H 0.089
16 H 0.099
17 H 0.099
18 H 0.021
19 H 0.040
20 H -0.122
21 H -0.128
22 H 0.024
23 H 0.037
24 H 0.066
25 H 0.076
26 H 0.070
27 H 0.048
28 H 0.037
29 H 0.038
30 H 0.068
31 H 0.053
32 H 0.064
33 C -1.556
34 Br 0.522
35 Br 0.552
36 Br 0.569
37 H -0.043
38 C -1.567
39 Br 0.582
40 Br 0.557
41 Br 0.496
42 H -0.025
43 C -1.564
44 Br 0.589
45 Br 0.518
46 Br 0.555
47 H -0.035
48 C -1.556
49 Br 0.561
50 Br 0.607
51 Br 0.507
52 H -0.049
53 C -1.613
54 Br 0.557
55 Br 0.532
56 Br 0.517
57 H -0.144
58 C -1.592
59 Br 0.558
60 Br 0.548
61 Br 0.533
62 H -0.025
63 C -1.568
64 Br 0.559
65 Br 0.508
66 Br 0.547
67 H -0.093
68 C -1.567
69 Br 0.543
70 Br 0.555
71 Br 0.508
72 H -0.019
73 C -1.603
74 Br 0.549
75 Br 0.558
76 Br 0.527
77 H -0.027
78 C -1.597
79 Br 0.569
80 Br 0.513
81 Br 0.554
82 H -0.100
83 C -1.613
84 Br 0.549
85 Br 0.543
86 Br 0.533
87 H -0.101
88 C -1.559
89 Br 0.538
90 Br 0.548
91 Br 0.557
92 H -0.019
93 C -1.605
94 Br 0.560
95 Br 0.549
96 Br 0.554
97 H -0.093
98 C -1.568
99 Br 0.568